Record 1
A structure of composition CHDyLiO2 at a distorted geometry, computed with wB97M-V/def2-TZVPD.

Last column: Löwdin charge in e.
Positions of all 6 atoms, in Å:
1 Dy -0.7381 1.3241 1.9104  2.19
2 O 0.7196 1.0930 -0.1016  -0.04
3 O -0.3947 -0.6562 0.4513  -0.20
4 C 0.5646 -0.1983 -0.2520  -0.23
5 Li -0.9100 -2.2828 -0.6981  0.92
6 H 0.7587 0.7202 -1.3101  0.36

Summary:
* Kohn-Sham gap (alpha / beta): 6.917 / 11.287 eV
* charge: +3
* multiplicity: 6

Record 2
An isolated molecule of CHF2IO at a distorted geometry, computed with wB97M-V/def2-TZVPD.

Last column: Löwdin charge in e.
Positions of all 6 atoms, in Å:
1 I -2.6065 -0.0336 -0.2164  1.37
2 F 0.1167 0.5605 1.2328  -0.04
3 F -0.4165 2.3718 0.2692  0.05
4 O -3.9040 -0.1090 1.1001  -0.95
5 C -0.4794 1.0761 0.0907  -0.54
6 H 0.2029 0.7840 -0.7654  0.12

Summary:
* Kohn-Sham gap: 7.956 eV
* energy relative to the best compared isomer or geometry (same formula, charge and spin): 424.7 kJ/mol

Number 1: DFT total energy -1080.44093 Ha. Number 2: DFT total energy -611.21117 Ha.